46
Properties=species:S:1:pos:R:3:forces:R:3:mulliken_charge:R:1 method="wB97M-V/def2-TZVPD" homo_ev=-3.4 gap_ev=5.201 lumo_ev=1.8 total_energy_ha=-12219.6521 de_lowest_kj_mol=19.6 total_charge=-1 multiplicity=1
H -2.919 2.660 2.896 0.0 0.0 0.0 0.271
C -4.450 3.231 -0.844 0.0 0.0 0.1 -0.199
C -1.267 -2.683 -0.374 0.0 0.1 0.1 0.501
C -2.811 2.417 0.703 0.0 0.0 0.0 0.726
C -2.807 -4.562 1.085 0.0 0.0 0.1 0.142
N -0.878 1.581 3.618 0.1 0.0 -0.1 -1.034
C 5.065 -0.197 -3.135 0.0 0.0 0.0 -0.570
H -2.148 1.212 -2.253 0.0 0.0 0.0 0.444
N 0.642 1.016 5.174 0.0 0.0 0.0 -0.477
C 3.887 -0.909 -2.454 0.0 0.0 0.0 -0.663
C 0.402 1.373 3.873 0.0 0.0 0.1 0.413
C -3.956 3.172 0.446 0.0 0.0 -0.1 -0.776
O -0.305 -1.951 1.655 0.0 0.1 -0.1 -0.959
H 2.959 -0.865 -3.022 0.0 0.0 0.0 0.315
N -2.180 1.748 -0.273 0.1 -0.1 0.0 0.037
Br -3.817 -5.819 2.082 0.0 0.0 0.0 -0.213
S 3.466 -0.008 -0.927 0.0 -0.1 0.0 0.588
C -2.671 1.800 -1.507 -0.1 0.0 0.0 -0.305
C -2.184 -3.527 -0.993 0.0 -0.1 0.0 -0.111
C -1.121 -2.770 1.077 0.0 0.1 -0.1 0.474
H 5.765 0.439 -0.576 0.0 0.0 0.0 0.358
H 4.379 1.850 -2.923 0.0 0.0 0.0 0.269
C -2.953 -4.469 -0.282 0.0 0.0 -0.1 0.060
O -0.561 -1.793 -1.001 0.0 0.2 0.0 -1.032
S 1.780 1.598 2.858 0.0 0.0 -0.1 -0.574
H -0.145 0.596 5.644 0.0 0.0 0.0 0.261
H 5.987 -0.745 -2.934 0.0 0.0 0.0 0.272
Br -4.169 -5.589 -1.211 0.0 0.0 0.0 -0.217
H -4.164 2.526 -2.865 0.0 0.0 0.0 0.369
Br -2.358 -3.318 -2.874 0.0 0.0 0.0 -0.201
O 2.339 0.909 -1.317 -0.1 0.0 0.0 -0.696
Ba 0.255 0.172 0.388 -0.4 -0.3 0.3 1.692
C -3.801 2.529 -1.847 0.0 0.0 -0.1 -0.679
C -1.899 -3.713 1.749 0.0 0.0 -0.1 -0.183
H 4.084 -1.950 -2.204 0.0 0.0 0.0 0.411
H 6.127 1.676 -2.743 0.0 0.0 0.0 0.363
H 4.761 1.905 -0.459 0.0 0.0 0.0 0.404
H -4.443 3.694 1.259 0.0 0.0 0.0 0.352
C 4.952 1.004 -1.040 0.1 0.0 0.0 -0.788
H 1.549 0.625 5.351 0.0 0.0 0.0 0.204
Br -1.678 -3.768 3.632 0.0 0.0 0.0 -0.182
H 4.930 -0.171 -4.216 0.0 0.0 0.0 0.300
H -5.338 3.810 -1.063 0.0 0.0 0.0 0.403
N -1.172 1.754 2.310 -0.1 0.1 0.1 0.706
C -2.303 2.303 2.071 0.1 -0.1 0.1 -0.926
C 5.167 1.204 -2.532 0.0 0.0 0.0 -0.551



15
Properties=species:S:1:pos:R:3:forces:R:3:mulliken_charge:R:1 method="wB97M-V/def2-TZVPD" smiles="[H]/N=C(/C)[C@@](C)(O)Br" homo_ev=-9.7 gap_ev=10.278 lumo_ev=0.6 total_energy_ha=-2861.1818 de_lowest_kj_mol=123.9 total_charge=0 multiplicity=1
H -2.094 -0.203 -0.406 -0.3 0.3 -0.8 0.275
C 0.720 -0.007 1.461 -3.0 -2.2 -0.9 -1.261
H -1.672 -1.709 -0.320 -0.1 -2.2 0.6 0.344
C -1.504 -0.921 -0.982 0.0 1.6 1.1 -1.132
H 1.627 -0.591 1.263 -0.2 0.3 0.3 0.333
C 0.252 0.670 0.180 -0.2 -0.5 0.7 0.556
H 0.738 0.731 2.207 0.6 0.7 1.4 0.514
Br -1.317 1.848 0.699 0.3 -0.1 -0.1 -0.198
H 1.667 -0.196 -1.420 0.2 0.2 -0.1 0.284
H 1.754 1.832 0.403 -0.6 -0.2 -1.0 0.385
N 0.817 -0.703 -1.624 1.5 -1.9 -2.0 -0.675
C -0.091 -0.441 -0.840 -1.8 2.3 0.1 0.500
H -0.200 -0.726 1.707 2.2 1.2 -0.1 0.300
H -1.916 -1.071 -1.973 0.4 -0.1 0.0 0.326
O 1.219 1.486 -0.354 0.9 0.6 1.0 -0.550